Below is a molecular structure, C20H42ClFN4OPS2Si2 in a non-equilibrium geometry, with properties calculated with ωB97M-V/def2-TZVPD.

As for the maximum force: 0.15519 hartree/bohr. Its HOMO-LUMO gap is 6.26 eV. The lowest unoccupied orbital energy is -3.61 eV. As for the relative energy (zero: lowest compared OMol25 entry of this formula, charge and spin): 970.5 kJ/mol. As for the highest occupied orbital energy: -9.9 eV. As for the total charge: +1. As for the molecular weight: 560.3 g/mol. The spin multiplicity is 1.

Each line ends with the Löwdin charge.
Atoms and positions in Å:
1 C 8.164 4.278 1.356  -0.215
2 C 6.879 4.983 0.607  -0.314
3 C 6.365 4.142 -0.701  -0.630
4 Cl 7.609 2.769 -1.077  0.511
5 Si 4.670 3.198 -0.403  0.338
6 C 3.323 4.294 -1.323  -0.280
7 C 1.917 3.487 -1.589  -0.283
8 C 0.814 3.634 -0.358  -0.476
9 S -0.855 4.333 -0.972  0.747
10 C -2.157 3.919 0.333  -0.928
11 S -1.996 4.728 1.841  0.635
12 N -3.264 2.912 0.106  -0.168
13 C -3.828 2.167 1.295  -0.048
14 C -4.984 1.101 0.758  -0.091
15 N -4.986 1.374 -0.747  -0.054
16 C -3.976 2.437 -1.141  -0.053
17 O 4.797 1.690 -1.265  -0.444
18 Si 4.412 0.280 -0.310  0.539
19 C 5.550 -1.164 -1.005  -0.292
20 C 4.719 -2.538 -1.336  -0.193
21 F 5.730 -3.658 -1.273  -0.169
22 P 4.055 3.102 1.689  0.575
23 N 5.405 2.872 2.591  -0.368
24 H 8.373 4.922 2.331  0.085
25 H 7.952 3.178 1.742  0.062
26 H 9.171 4.324 0.719  0.079
27 H 7.277 6.032 0.201  0.118
28 H 5.986 5.252 1.332  0.087
29 H 6.308 4.771 -1.700  0.096
30 H 3.776 4.756 -2.310  0.099
31 H 3.073 5.160 -0.539  0.089
32 H 1.395 3.899 -2.557  0.101
33 H 2.133 2.340 -1.770  0.101
34 H 1.241 4.277 0.542  0.075
35 H 0.629 2.545 0.096  0.096
36 H -3.575 2.227 2.436  0.100
37 H -5.631 0.327 1.375  0.092
38 H -3.743 2.828 -2.220  0.134
39 H 4.724 0.360 1.107  -0.037
40 H 3.003 -0.060 -0.598  -0.029
41 H 6.367 -1.393 -0.175  0.098
42 H 6.162 -0.730 -1.927  0.102
43 H 4.359 -2.461 -2.467  0.129
44 H 3.831 -2.768 -0.604  0.113
45 H 3.511 4.397 2.099  -0.005
46 H 3.153 2.031 2.033  -0.016
47 H 5.297 2.000 3.153  -0.031
48 C -4.223 -7.010 1.260  -0.098
49 C -4.955 -6.343 0.101  -0.230
50 C -4.275 -5.052 -0.367  -0.107
51 N -4.914 -3.762 0.195  -0.235
52 C -4.987 -3.775 1.712  0.020
53 C -4.064 -2.551 -0.259  -0.095
54 C -4.693 -2.132 -1.568  -0.163
55 C -6.172 -2.258 -1.279  -0.151
56 C -6.308 -3.515 -0.431  -0.077
57 H -4.244 -6.400 2.166  0.063
58 H -4.690 -7.972 1.495  0.088
59 H -3.176 -7.201 1.003  0.086
60 H -6.008 -6.192 0.359  0.112
61 H -4.941 -7.052 -0.736  0.122
62 H -4.341 -4.977 -1.458  0.133
63 H -3.214 -5.038 -0.087  0.134
64 H -3.982 -3.956 2.102  0.115
65 H -5.683 -4.556 2.026  0.103
66 H -5.361 -2.804 2.053  0.107
67 H -4.171 -1.761 0.493  0.113
68 H -3.013 -2.844 -0.338  0.137
69 H -4.396 -2.807 -2.379  0.121
70 H -4.410 -1.115 -1.854  0.111
71 H -6.768 -2.317 -2.194  0.131
72 H -6.521 -1.387 -0.712  0.113
73 H -6.576 -4.383 -1.043  0.132
74 H -7.046 -3.392 0.369  0.134



Below is a molecular structure, C20H48As2F18N7O10S2 in a non-equilibrium geometry, with properties calculated with ωB97M-V/def2-TZVPD.

As for the maximum force: 0.11563 hartree/bohr. Its HOMO-LUMO gap is 9.57 eV. The lowest unoccupied orbital energy is -7.44 eV. As for the highest occupied orbital energy: -17.0 eV. As for the total charge: +3. As for the molecular weight: 1102.6 g/mol. The spin multiplicity is 1.

Each line ends with the Löwdin charge.
Atoms and positions in Å:
1 C -4.040 1.799 0.772  0.012
2 C -4.994 0.640 0.830  -0.403
3 O -4.670 -0.376 1.425  0.159
4 N -6.341 0.794 0.236  0.120
5 H -6.934 0.142 0.730  0.182
6 H -6.699 1.717 0.436  0.184
7 C -6.258 0.337 -1.241  0.077
8 H -4.433 2.811 0.876  0.093
9 H -3.761 1.730 -0.279  0.086
10 H -3.124 1.632 1.338  0.074
11 H -5.261 0.484 -1.656  0.102
12 H -7.026 0.937 -1.728  0.115
13 H -6.427 -0.740 -1.254  0.117
14 C -1.698 -1.179 4.892  0.020
15 C -0.598 -1.306 3.933  -0.385
16 O -0.233 -2.363 3.527  0.141
17 N 0.047 0.040 3.457  0.117
18 H 0.303 -0.139 2.497  0.073
19 H -0.633 0.785 3.404  0.068
20 C 1.258 0.405 4.389  0.053
21 H -1.310 -0.634 5.753  0.106
22 H -1.950 -2.133 5.355  0.106
23 H -2.694 -0.887 4.558  0.106
24 H 1.928 -0.454 4.412  0.088
25 H 0.866 0.554 5.395  0.093
26 H 1.758 1.283 3.981  0.089
27 C 2.099 0.432 -6.311  0.021
28 C 0.950 1.428 -6.111  -0.348
29 O 0.312 1.895 -7.041  0.156
30 N 0.498 1.720 -4.713  0.088
31 H -0.506 1.790 -4.788  0.172
32 H 0.637 0.908 -4.129  0.121
33 C 1.131 2.941 -3.996  0.065
34 H 3.041 0.926 -6.070  0.095
35 H 2.249 0.246 -7.374  0.107
36 H 1.955 -0.503 -5.770  0.074
37 H 0.630 3.161 -3.053  0.078
38 H 0.809 3.725 -4.681  0.108
39 H 2.188 2.689 -3.922  0.110
40 C -2.435 5.384 -0.457  0.034
41 C -0.990 5.588 0.085  -0.286
42 O -0.063 5.594 -0.738  0.117
43 N -0.781 5.850 1.615  0.134
44 H -1.063 6.801 1.807  0.169
45 H -1.384 5.290 2.200  0.081
46 C 0.768 5.846 2.060  0.065
47 H -2.942 6.348 -0.506  0.100
48 H -2.975 4.728 0.225  0.055
49 H -2.376 4.972 -1.464  0.094
50 H 1.238 6.626 1.460  0.099
51 H 1.221 4.954 1.627  0.069
52 H 0.951 5.897 3.134  0.099
53 C -1.266 -7.352 0.019  0.036
54 C 0.233 -6.892 -0.075  -0.264
55 O 0.896 -6.163 0.716  0.108
56 N 0.980 -7.190 -1.374  0.122
57 H 1.868 -6.715 -1.301  0.170
58 H 1.075 -8.167 -1.615  0.179
59 C 0.159 -6.583 -2.586  0.057
60 H -1.360 -8.410 0.263  0.104
61 H -1.869 -7.136 -0.863  0.082
62 H -1.923 -6.949 0.790  0.102
63 H -0.604 -7.289 -2.914  0.112
64 H 0.887 -6.429 -3.383  0.107
65 H -0.068 -5.533 -2.403  0.095
66 C 5.299 -1.637 0.856  0.044
67 C 4.006 -1.192 1.462  -0.352
68 O 3.896 -0.411 2.373  0.143
69 N 2.715 -1.873 0.957  0.099
70 H 1.930 -1.241 0.899  0.061
71 H 2.843 -2.057 -0.028  0.106
72 C 2.209 -3.091 1.804  0.056
73 H 5.660 -2.665 0.891  0.111
74 H 6.046 -1.022 1.358  0.110
75 H 5.333 -1.373 -0.201  0.080
76 H 2.085 -2.807 2.849  0.085
77 H 2.957 -3.874 1.685  0.102
78 H 1.241 -3.363 1.382  0.067
79 C -0.320 -2.090 -1.458  -0.634
80 F 0.530 -1.427 -2.249  0.127
81 F -1.355 -2.515 -2.133  0.178
82 F 0.341 -3.091 -0.881  0.123
83 S -1.012 -0.914 -0.005  0.724
84 O -2.058 -0.154 -0.617  -0.290
85 O -1.434 -1.850 1.042  -0.295
86 N 0.498 -0.128 0.547  -0.304
87 S 0.384 1.293 -0.140  0.535
88 O 0.270 1.336 -1.550  -0.303
89 O -0.492 2.262 0.488  -0.306
90 C 2.179 1.976 0.181  -0.563
91 F 3.037 1.233 -0.585  0.104
92 F 2.166 3.281 -0.168  0.139
93 F 2.505 1.753 1.454  0.127
94 As 4.013 -1.001 -3.323  0.933
95 F 2.698 0.204 -3.596  -0.288
96 F 3.359 -1.497 -1.739  -0.290
97 F 5.395 -2.152 -3.029  -0.291
98 F 4.912 -0.634 -4.865  -0.277
99 F 5.034 0.256 -2.576  -0.265
100 F 3.034 -2.212 -4.191  -0.274
101 As -1.598 3.222 4.128  1.007
102 F -2.504 3.741 2.601  -0.299
103 F -2.141 1.525 3.810  -0.280
104 F -0.661 2.573 5.556  -0.263
105 F -1.052 4.935 4.340  -0.258
106 F -3.062 3.439 5.142  -0.239
107 F -0.137 2.934 3.131  -0.271



Below is C5H6Si in the gas phase in a non-equilibrium geometry, with properties calculated with ωB97M-V/def2-TZVPD.

As for the maximum force: 0.09808 hartree/bohr. Its HOMO-LUMO gap is 11.10 eV. The lowest unoccupied orbital energy is 0.89 eV. As for the relative energy (zero: lowest compared OMol25 entry of this formula, charge and spin): 141.6 kJ/mol. Its SMILES is C#C[SiH](C)C#C. As for the highest occupied orbital energy: -10.2 eV. As for the molecular weight: 94.2 g/mol. The spin multiplicity is 1.

Each line ends with the natural charge from an NBO analysis.
Atoms and positions in Å:
1 C 2.615 -1.093 -0.043  -0.198
2 C 1.441 -0.941 0.078  -0.475
3 Si -0.093 -0.057 0.536  1.297
4 C 0.021 1.598 -0.372  -1.068
5 C -1.612 -0.935 -0.019  -0.479
6 C -2.779 -1.200 -0.170  -0.178
7 H 3.707 -1.319 -0.106  0.248
8 H 0.037 -0.205 2.149  -0.125
9 H -0.345 2.526 0.252  0.250
10 H 1.141 1.615 -0.449  0.248
11 H -0.420 1.596 -1.290  0.241
12 H -3.713 -1.585 -0.567  0.239